{
  "formula": "C30H58NO12P3S",
  "method": "the ωB97M-V functional and the def2-TZVPD basis",
  "lumo_energy_ev": -1.42,
  "homo_lumo_gap_ha": 0.2698,
  "homo_energy_ev": -8.761,
  "molar_mass_g_mol": 749.78,
  "smiles": "C[C@]1(CCCS)[C@H]([PH2]=O)C(=O)O[C@@H]1CCCNCc1ccccc1O.CCOP(=O)(OCC)OCC.CCOP(=O)(OCC)OCC",
  "symbols": ["C", "C", "C", "C", "C", "S", "C", "P", "O", "C", "O", "O", "C", "C", "C", "C", "N", "C", "C", "C", "C", "C", "C", "C", "O", "H", "H", "H", "H", "H", "H", "H", "H", "H", "H", "H", "H", "H", "H", "H", "H", "H", "H", "H", "H", "H", "H", "H", "H", "H", "H", "H", "H", "C", "C", "O", "P", "O", "O", "C", "C", "O", "C", "C", "H", "H", "H", "H", "H", "H", "H", "H", "H", "H", "H", "H", "H", "H", "H", "C", "C", "O", "P", "O", "O", "C", "C", "O", "C", "C", "H", "H", "H", "H", "H", "H", "H", "H", "H", "H", "H", "H", "H", "H", "H"],
  "coordinates": [[-4.495822, 0.964795, -4.335728], [-3.096064, 0.308236, -4.002884], [-2.585686, 0.903759, -2.598934], [-2.583162, 2.474555, -2.529550], [-1.493104, 3.171682, -3.444253], [-0.716578, 4.574818, -2.483518], [-2.027445, 0.393581, -5.193221], [-2.430958, 1.383285, -6.726082], [-1.327908, 2.413524, -6.915072], [-1.657801, -1.150998, -5.374584], [-1.422212, -1.778697, -6.354283], [-1.735172, -1.595259, -4.034101], [-3.102192, -1.266415, -3.664766], [-4.263221, -2.151257, -4.258286], [-4.624819, -3.400700, -3.330103], [-3.867531, -4.728609, -3.793136], [-2.418363, -4.445944, -3.737029], [-1.701856, -5.236299, -2.727427], [-1.798387, -4.662451, -1.281599], [-0.886446, -3.628846, -0.753982], [-0.982763, -3.137861, 0.629349], [-1.989214, -3.669555, 1.561074], [-2.920996, -4.678230, 1.041923], [-2.814186, -5.149248, -0.330073], [-3.714553, -6.120283, -0.796260], [-4.334911, 2.059672, -4.537179], [-5.186774, 0.777483, -3.476208], [-4.919164, 0.433019, -5.232199], [-3.344638, 0.533549, -1.845998], [-1.612511, 0.430174, -2.302358], [-2.300703, 2.741047, -1.464595], [-3.613127, 2.906059, -2.665307], [-2.026992, 3.608871, -4.322668], [-0.642511, 2.500035, -3.719061], [0.215333, 5.040885, -3.393971], [-1.013635, 0.810878, -4.920201], [-3.654783, 2.101434, -6.655282], [-2.361685, 0.507719, -7.862510], [-3.138218, -1.487025, -2.562741], [-3.981319, -2.582961, -5.267049], [-5.223279, -1.597189, -4.428208], [-4.373096, -3.220473, -2.252544], [-5.733640, -3.605833, -3.431372], [-4.128765, -4.840364, -4.888774], [-4.185513, -5.626268, -3.199770], [-1.992297, -4.533267, -4.661376], [-1.959958, -6.335984, -2.730907], [-0.606853, -5.193942, -3.007778], [-0.084817, -3.183914, -1.390443], [-0.296409, -2.348967, 1.030766], [-2.067086, -3.339494, 2.625834], [-3.678388, -5.068097, 1.768526], [-4.583574, -5.705876, -0.957325], [2.907304, 5.886558, 0.722170], [3.402839, 5.990906, -0.708770], [4.546794, 5.174738, -0.932576], [4.365511, 3.531785, -1.052120], [3.255409, 3.531710, -2.082683], [5.587155, 3.172872, -2.116954], [5.330261, 2.263089, -3.189128], [5.127895, 3.022543, -4.488221], [5.462524, 3.291816, 0.193987], [6.692631, 4.023898, 0.238538], [6.671691, 5.004332, 1.394267], [2.794060, 4.844494, 1.032244], [1.947663, 6.395626, 0.833090], [3.614530, 6.354049, 1.410233], [2.602223, 5.741682, -1.408530], [3.695586, 7.021486, -0.919969], [4.468906, 1.631606, -2.964597], [6.196162, 1.602804, -3.280340], [4.462546, 3.876614, -4.361560], [4.718320, 2.369008, -5.261550], [6.081372, 3.422126, -4.844998], [6.899162, 4.545666, -0.694139], [7.493833, 3.296147, 0.387394], [5.824747, 5.683125, 1.323129], [7.591148, 5.593801, 1.412879], [6.578245, 4.473212, 2.345041], [-0.874614, -4.209577, 7.605903], [-1.341391, -2.816679, 7.223001], [-0.339334, -1.837731, 7.469230], [0.972610, -1.738675, 6.460983], [0.211567, -1.688902, 5.151301], [1.285822, -0.110834, 6.537734], [1.578633, 0.599376, 5.332169], [0.362803, 1.385563, 4.874622], [2.018327, -1.940476, 7.755670], [1.814700, -1.226525, 8.980983], [1.400477, -2.186325, 10.078447], [0.103678, -4.437320, 7.174806], [-1.593236, -4.960130, 7.270203], [-0.779661, -4.300015, 8.689658], [-1.660450, -2.794823, 6.178872], [-2.212061, -2.545078, 7.823377], [1.921605, -0.083303, 4.552865], [2.402568, 1.285687, 5.541729], [-0.548247, 0.788459, 4.917058], [0.497012, 1.751027, 3.854048], [0.200579, 2.246148, 5.529625], [1.079709, -0.430054, 8.880096], [2.766790, -0.758230, 9.241228], [0.504769, -2.739306, 9.804510], [1.206389, -1.645031, 11.007130], [2.188187, -2.921692, 10.261132]],
  "atomic_forces_ev_per_a": [[0.936, -0.965, -0.192], [0.150, 0.047, 1.432], [-0.918, 0.419, -0.599], [1.197, -0.021, 1.166], [-0.516, 0.272, 0.047], [0.106, -0.091, -0.657], [-0.439, -1.088, 0.054], [3.239, 1.636, -0.484], [-1.227, -1.001, 0.332], [-0.867, 1.668, 1.309], [0.275, -0.005, 0.645], [-0.627, -1.003, -2.158], [-0.563, 0.456, 0.503], [0.243, -1.243, -0.208], [-0.248, -0.832, -0.560], [-0.326, 1.753, -0.822], [-0.406, -1.081, 0.410], [1.460, -0.012, 0.260], [-0.252, 0.898, 2.503], [-1.283, -0.586, 1.355], [-1.377, -1.294, -0.073], [0.060, -0.938, -2.868], [1.653, 1.069, -0.317], [0.992, 1.348, 0.155], [-0.055, 0.616, 0.229], [-0.535, -1.141, 0.240], [0.517, 0.420, -0.680], [0.221, 0.804, 0.697], [0.752, 0.460, -0.703], [-0.677, 0.645, -0.435], [-0.405, -0.362, -0.974], [1.093, -0.435, -0.117], [0.910, -0.526, 0.379], [-1.037, 0.489, 0.058], [-0.788, -0.574, 0.486], [-1.236, -0.055, -0.096], [-0.128, -0.988, 0.005], [-0.880, -0.018, 0.712], [0.164, 0.676, -0.999], [-0.185, 0.618, 0.931], [1.093, -0.066, 0.321], [-0.274, 0.065, -0.853], [1.056, 0.320, 0.300], [0.013, -0.300, 1.193], [0.381, 0.755, -0.623], [-0.098, -0.098, 0.608], [-0.031, 1.059, 0.146], [-1.077, 0.010, 0.341], [-0.858, -0.558, 0.432], [-0.587, -0.890, -0.705], [0.189, -0.244, -1.199], [0.646, 0.149, -1.127], [0.597, -0.211, 0.255], [0.128, 0.163, 0.123], [-0.337, 0.247, -0.074], [-0.438, -0.408, 0.635], [5.755, 4.991, -4.498], [-1.598, -2.386, 3.179], [-0.292, -0.887, 0.590], [-0.089, 0.184, -0.440], [0.192, 0.099, -0.173], [-3.384, -1.871, 0.465], [0.540, 0.768, 0.108], [-0.151, -0.176, 0.266], [-0.130, -0.005, -0.063], [0.012, -0.079, -0.021], [-0.021, -0.060, 0.002], [0.091, -0.165, -0.010], [0.168, -0.094, -0.028], [-0.012, 0.121, -0.038], [0.042, 0.096, 0.148], [-0.143, -0.174, 0.119], [0.033, 0.024, 0.018], [-0.042, -0.078, 0.014], [-0.244, -0.139, -0.031], [-0.223, -0.176, -0.058], [0.039, 0.042, -0.170], [-0.003, -0.071, -0.038], [0.079, 0.017, -0.050], [-0.050, -0.017, 0.228], [-0.338, -0.186, -0.124], [0.433, -0.735, -0.190], [-4.035, 6.790, 4.030], [2.699, -3.280, -0.559], [0.873, -0.577, -0.345], [-0.347, 0.258, -0.207], [-0.091, 0.247, 0.088], [0.645, -2.429, -3.017], [-0.446, 0.220, 0.830], [0.206, -0.288, -0.051], [-0.061, -0.038, -0.117], [0.062, 0.026, -0.033], [0.045, -0.013, -0.047], [0.157, 0.093, -0.023], [0.125, 0.137, 0.048], [-0.119, 0.013, 0.033], [-0.014, -0.093, 0.155], [0.147, -0.170, -0.116], [0.003, 0.011, 0.044], [0.057, -0.032, -0.062], [0.028, -0.126, -0.254], [0.056, -0.092, -0.275], [-0.088, 0.150, -0.041], [0.046, 0.033, -0.059], [-0.009, 0.089, 0.035]]
}